Record 1
{"formula": "C6H9N3O3", "method": "ωB97M-V/def2-TZVPD", "relative_energy_ev": 6.393, "e_homo_ev": -8.461, "lumo_energy_ev": 0.749, "symbols": ["C", "C", "C", "C", "C", "C", "N", "N", "N", "O", "O", "O", "H", "H", "H", "H", "H", "H", "H", "H", "H"], "coordinates": [[1.13, 0.59, -0.61], [0.09, -1.00, 0.91], [-1.47, 0.09, -0.57], [1.30, -0.01, 0.88], [-0.03, 1.56, -0.72], [-1.31, -0.33, 0.88], [0.82, -0.66, -1.31], [0.20, -1.59, -0.47], [-0.63, -0.82, -1.34], [2.61, -0.41, 1.21], [-0.12, 2.17, -1.92], [-2.34, -1.22, 1.27], [2.02, 1.13, -0.97], [0.34, -1.74, 1.64], [-2.33, 0.34, -1.07], [1.06, 0.73, 1.63], [-0.43, 2.19, 0.17], [-1.44, 0.54, 1.54], [3.11, -1.04, 0.65], [-0.07, 1.43, -2.46], [-2.50, -1.94, 0.65]], "mulliken_charge": [0.34, 0.21, -0.35, -0.33, -0.43, -0.13, -0.35, -0.37, -0.33, -0.59, -0.51, -0.59, 0.39, 0.45, 0.46, 0.33, 0.32, 0.33, 0.35, 0.44, 0.36]}


Record 2
{"formula": "C20H14AsN4O2ReS7", "method": "ωB97M-V/def2-TZVPD", "relative_energy_ev": 0.377, "total_charge": 2, "e_homo_ev": -13.223, "lumo_energy_ev": -8.774, "symbols": ["Re", "S", "As", "S", "S", "S", "N", "C", "S", "C", "C", "C", "N", "C", "C", "H", "H", "H", "H", "H", "H", "N", "C", "C", "C", "C", "C", "C", "C", "H", "H", "H", "H", "O", "S", "O", "N", "C", "S", "C", "C", "C", "C", "C", "C", "H", "H", "H", "H"], "coordinates": [[-0.05, -0.44, 0.59], [1.35, 3.98, -2.15], [1.62, 2.79, -0.56], [1.86, -0.61, -0.48], [-0.34, 1.66, -0.11], [3.04, 2.36, 0.79], [-7.14, -0.99, 0.24], [-6.35, -0.13, -0.41], [-6.85, 1.13, -1.32], [-4.89, -0.31, -0.19], [-4.36, -0.47, 1.09], [-2.99, -0.53, 1.25], [-2.15, -0.44, 0.21], [-2.65, -0.30, -1.03], [-4.00, -0.23, -1.27], [-8.14, -0.90, 0.14], [-6.79, -1.83, 0.67], [-5.00, -0.52, 1.96], [-2.56, -0.67, 2.23], [-1.94, -0.23, -1.85], [-4.38, -0.10, -2.27], [0.75, -0.64, 7.81], [0.70, -0.55, 6.66], [0.62, -0.43, 5.24], [-0.03, 0.67, 4.67], [-0.11, 0.78, 3.30], [0.44, -0.23, 2.48], [1.13, -1.32, 3.07], [1.20, -1.42, 4.44], [-0.45, 1.43, 5.31], [-0.59, 1.65, 2.86], [1.60, -2.07, 2.46], [1.72, -2.25, 4.90], [-1.71, -3.21, 2.09], [-1.53, -3.48, 0.70], [-2.59, -3.28, -0.23], [-0.17, -2.49, 0.21], [0.82, -3.27, -0.22], [2.27, -2.64, -0.78], [0.57, -4.71, -0.15], [1.40, -5.75, -0.53], [0.95, -7.05, -0.35], [-0.32, -7.30, 0.18], [-1.16, -6.26, 0.55], [-0.69, -4.98, 0.38], [2.39, -5.57, -0.94], [1.58, -7.88, -0.64], [-0.65, -8.32, 0.30], [-2.15, -6.45, 0.96]], "mulliken_charge": [0.40, -0.15, 0.41, 0.01, -0.05, -0.16, -0.35, -0.22, -0.25, 0.56, -0.70, -0.27, 0.43, -0.51, -0.60, 0.23, 0.22, 0.52, 0.52, 0.51, 0.50, -0.34, -0.35, 0.61, -0.71, -0.49, 1.03, -0.09, -0.85, 0.51, 0.47, 0.38, 0.51, -0.56, 1.10, -0.58, -0.21, 0.98, -0.12, 0.34, -0.88, -0.69, -0.67, -0.69, 0.49, 0.39, 0.44, 0.44, 0.51]}


Record 3
{"formula": "C3H6OSe", "method": "ωB97M-V/def2-TZVPD", "relative_energy_ev": 2.340, "smiles": "C[C@H](O)C=[Se]", "e_homo_ev": [-8.394, -8.394], "lumo_energy_ev": [-0.450, -0.450], "symbols": ["C", "C", "O", "C", "Se", "H", "H", "H", "H", "H", "H"], "coordinates": [[0.32, -0.87, 1.25], [0.12, 0.21, -0.16], [-0.30, 1.36, 0.41], [-0.81, 0.16, -1.55], [-0.53, -0.99, -2.79], [-0.08, -1.77, 1.03], [-0.12, -0.61, 2.27], [1.40, -1.10, 1.38], [1.15, 0.31, -0.67], [0.27, 2.17, 0.38], [-1.43, 1.12, -1.56]], "mulliken_charge": [-0.92, 0.17, -0.53, -0.38, -0.08, 0.34, 0.29, 0.27, 0.27, 0.30, 0.27]}


Record 4
{"formula": "C37H36F12N5O5PbS2", "method": "ωB97M-V/def2-TZVPD", "total_charge": -1, "e_homo_ev": -3.028, "lumo_energy_ev": 0.480, "symbols": ["Pb", "C", "C", "C", "C", "C", "N", "C", "C", "C", "C", "C", "C", "C", "C", "O", "C", "F", "F", "F", "C", "F", "F", "F", "C", "C", "C", "O", "C", "F", "F", "F", "C", "F", "F", "F", "H", "H", "H", "H", "H", "H", "H", "H", "H", "H", "H", "H", "C", "S", "O", "O", "O", "H", "H", "H", "C", "C", "N", "C", "C", "N", "C", "C", "H", "H", "H", "H", "H", "H", "H", "H", "H", "H", "H", "H", "H", "S", "C", "C", "C", "N", "C", "C", "C", "C", "C", "N", "C", "C", "H", "H", "H", "H", "H", "H", "H", "H"], "coordinates": [[0.42, 0.68, 0.66], [-0.28, -0.22, 7.61], [-0.37, -0.40, 6.12], [-1.64, -0.47, 5.53], [-1.64, -0.73, 4.15], [-0.46, -0.88, 3.38], [-0.57, -1.23, 2.07], [-1.09, -2.43, 1.75], [-1.15, -3.55, 2.66], [-1.92, -4.65, 2.47], [-2.62, -4.85, 1.31], [-3.40, -6.08, 0.99], [-2.59, -3.77, 0.43], [-1.76, -2.66, 0.52], [-1.70, -1.75, -0.69], [-0.55, -1.07, -0.85], [-1.80, -2.56, -1.99], [-3.11, -2.88, -2.36], [-1.14, -3.76, -1.97], [-1.29, -1.94, -3.06], [-2.85, -0.66, -0.60], [-4.11, -1.14, -0.40], [-2.67, 0.25, 0.38], [-2.90, 0.07, -1.75], [0.78, -0.60, 3.99], [0.80, -0.47, 5.39], [2.11, -0.74, 3.26], [2.02, -0.25, 1.99], [3.26, 0.03, 3.91], [2.89, 1.29, 4.26], [3.72, -0.57, 5.05], [4.36, 0.18, 3.13], [2.53, -2.24, 3.13], [1.75, -2.94, 2.28], [3.77, -2.41, 2.65], [2.50, -2.89, 4.27], [-0.85, 0.69, 7.87], [0.76, -0.03, 7.87], [-0.62, -1.09, 8.17], [-2.52, -0.28, 6.18], [-2.58, -0.96, 3.60], [-0.52, -3.48, 3.55], [-1.88, -5.41, 3.24], [-4.37, -5.83, 0.41], [-3.76, -6.61, 1.88], [-2.85, -6.85, 0.39], [-3.26, -3.87, -0.43], [1.75, -0.41, 5.96], [0.98, 3.80, 3.96], [0.45, 3.45, 2.27], [-0.12, 4.71, 1.81], [1.60, 2.99, 1.41], [-0.51, 2.27, 2.45], [1.97, 4.30, 3.99], [1.09, 2.87, 4.53], [0.23, 4.49, 4.43], [4.51, -1.58, -1.78], [3.39, -1.02, -0.94], [2.87, 0.31, -1.49], [4.04, 1.19, -1.71], [4.95, 0.65, -2.76], [4.57, -0.80, -3.08], [3.21, -0.74, -3.73], [2.28, 0.01, -2.83], [4.35, -2.61, -2.07], [5.48, -1.55, -1.31], [3.69, -0.92, 0.13], [2.51, -1.71, -0.95], [4.52, 1.26, -0.70], [3.73, 2.24, -1.92], [6.01, 0.64, -2.39], [4.94, 1.22, -3.70], [5.23, -1.20, -3.76], [2.89, -1.77, -3.86], [3.30, -0.32, -4.73], [1.33, -0.54, -2.64], [2.04, 0.95, -3.33], [-2.76, 5.07, -4.91], [-2.11, 4.41, -3.43], [-2.77, 3.49, -2.64], [-2.17, 3.09, -1.45], [-0.95, 3.46, -1.09], [-0.26, 4.27, -1.88], [-0.78, 4.78, -3.09], [-3.18, 3.68, -5.81], [-4.41, 3.04, -5.58], [-4.84, 2.03, -6.45], [-4.13, 1.61, -7.51], [-2.94, 2.13, -7.70], [-2.39, 3.10, -6.83], [-3.78, 3.10, -2.86], [-2.66, 2.44, -0.76], [0.74, 4.55, -1.50], [-0.20, 5.44, -3.70], [-5.03, 3.43, -4.77], [-5.84, 1.61, -6.31], [-2.29, 1.68, -8.45], [-1.33, 3.41, -6.97]], "mulliken_charge": [1.75, -1.70, 1.21, -1.16, -0.24, -0.21, 1.38, -0.30, -0.58, -0.99, 0.34, -1.51, -0.22, -0.73, 1.21, -0.57, 0.40, -0.31, -0.28, -0.22, 0.51, -0.33, -0.17, -0.30, -0.74, -0.80, 2.33, -1.06, 0.00, -0.09, -0.31, -0.27, 0.13, -0.14, -0.31, -0.31, 0.32, 0.38, 0.29, 0.30, 0.37, 0.34, 0.35, 0.32, 0.38, 0.23, 0.39, 0.21, -0.91, 1.20, -0.63, -0.74, -0.80, 0.31, 0.16, 0.31, -0.98, 0.19, 0.09, -0.65, -0.58, 0.02, -0.81, 0.15, 0.38, 0.33, -0.04, 0.24, 0.33, 0.43, 0.32, 0.30, 0.30, 0.37, 0.34, -0.40, 0.53, -0.23, 0.66, -0.24, -0.79, -0.07, -0.43, -0.73, 0.38, -0.15, -0.53, -0.59, -0.31, -0.20, 0.15, 0.63, 0.44, 0.45, 0.49, 0.35, 0.34, 0.33]}


Record 5
{"formula": "C21H29BrNaPS4", "method": "ωB97M-V/def2-TZVPD", "relative_energy_ev": 0.445, "e_homo_ev": -7.713, "lumo_energy_ev": 0.061, "symbols": ["Na", "C", "C", "S", "C", "C", "S", "C", "C", "S", "C", "C", "S", "H", "H", "H", "H", "H", "H", "H", "H", "H", "H", "H", "H", "H", "H", "H", "H", "Br", "C", "P", "C", "C", "C", "C", "C", "C", "C", "C", "C", "C", "C", "C", "H", "H", "H", "H", "H", "H", "H", "H", "H", "H", "H", "H", "H"], "coordinates": [[0.43, 0.03, -1.16], [-3.01, 1.07, 1.60], [-2.31, 0.42, 2.79], [-0.50, 0.60, 2.68], [0.03, -1.05, 3.24], [1.47, -1.31, 2.84], [1.80, -1.29, 1.05], [1.48, -3.00, 0.53], [0.03, -3.46, 0.58], [-1.02, -2.49, -0.54], [-2.54, -2.32, 0.45], [-3.39, -1.18, -0.09], [-2.58, 0.44, -0.06], [-2.74, 2.13, 1.54], [-4.09, 1.00, 1.71], [-2.55, -0.64, 2.86], [-2.65, 0.91, 3.70], [-0.64, -1.79, 2.80], [-0.07, -1.09, 4.33], [1.80, -2.28, 3.22], [2.12, -0.54, 3.25], [2.11, -3.67, 1.12], [1.84, -3.01, -0.50], [-0.38, -3.38, 1.59], [-0.02, -4.51, 0.27], [-2.26, -2.14, 1.49], [-3.10, -3.26, 0.40], [-4.33, -1.11, 0.44], [-3.60, -1.35, -1.15], [1.35, -0.64, -3.41], [-0.13, 3.10, -1.51], [0.98, 2.58, -0.13], [0.65, 3.89, 1.11], [-0.63, 4.42, 1.25], [-0.91, 5.31, 2.28], [0.08, 5.68, 3.17], [1.36, 5.17, 3.03], [1.64, 4.27, 2.01], [2.57, 3.09, -0.87], [3.43, 2.09, -1.29], [4.60, 2.41, -1.98], [4.91, 3.74, -2.22], [4.06, 4.74, -1.78], [2.89, 4.43, -1.11], [-1.17, 2.84, -1.29], [0.18, 2.53, -2.40], [-0.04, 4.16, -1.72], [-1.40, 4.15, 0.55], [-1.91, 5.72, 2.37], [-0.14, 6.37, 3.97], [2.14, 5.47, 3.71], [2.65, 3.87, 1.91], [3.19, 1.05, -1.11], [5.25, 1.62, -2.33], [5.82, 3.99, -2.76], [4.31, 5.78, -1.97], [2.23, 5.21, -0.77]], "mulliken_charge": [0.50, -0.70, -0.95, 0.10, -0.10, -1.14, 0.22, -0.98, -0.58, -0.04, 0.00, -1.12, 0.10, 0.21, 0.55, 0.46, 0.48, -0.28, 0.43, 0.47, 0.47, 0.47, 0.37, 0.32, 0.45, -0.26, 0.43, 0.43, 0.45, -0.74, -1.52, 0.76, 0.27, -0.44, -0.67, -0.47, -0.64, -0.54, 0.32, -0.29, -0.67, -0.44, -0.68, -0.27, 0.42, 0.52, 0.48, 0.36, 0.41, 0.38, 0.39, 0.47, 0.25, 0.41, 0.37, 0.39, 0.38]}


Record 6
{"formula": "C29H27Cl2F6IrN3O6S2", "method": "ωB97M-V/def2-TZVPD", "s2": 0.769, "relative_energy_ev": 4.847, "total_charge": 2, "multiplicity": 2, "e_homo_ev": [-13.423, -13.443], "lumo_energy_ev": [-8.987, -9.470], "symbols": ["Ir", "C", "C", "C", "C", "C", "C", "C", "C", "N", "C", "C", "C", "C", "N", "C", "C", "C", "C", "C", "C", "C", "C", "H", "H", "H", "H", "H", "H", "H", "H", "H", "H", "H", "H", "H", "H", "H", "H", "H", "H", "H", "H", "H", "H", "H", "H", "Cl", "C", "C", "C", "Cl", "C", "O", "C", "C", "O", "C", "H", "H", "H", "F", "C", "F", "F", "S", "O", "O", "N", "S", "O", "O", "C", "F", "F", "F"], "coordinates": [[0.28, -0.38, -0.03], [2.20, 3.24, 1.62], [3.00, 2.78, 0.42], [4.31, 3.15, 0.30], [5.08, 2.74, -0.79], [4.54, 1.93, -1.78], [3.24, 1.53, -1.73], [2.63, 0.70, -2.84], [2.45, 1.98, -0.62], [1.09, 1.69, -0.63], [0.21, 2.60, -0.82], [0.54, 4.02, -1.11], [-1.21, 2.17, -0.83], [-2.28, 3.19, -1.06], [-1.43, 0.92, -0.70], [-2.76, 0.40, -0.76], [-3.63, 0.63, 0.31], [-3.16, 1.29, 1.59], [-4.94, 0.20, 0.17], [-5.35, -0.47, -0.96], [-4.46, -0.73, -1.99], [-3.15, -0.30, -1.91], [-2.19, -0.53, -3.06], [2.81, 3.18, 2.52], [1.31, 2.63, 1.78], [1.90, 4.28, 1.51], [4.75, 3.77, 1.07], [6.12, 3.04, -0.85], [5.15, 1.62, -2.62], [3.40, 0.37, -3.54], [1.88, 1.27, -3.39], [2.13, -0.18, -2.44], [1.61, 4.18, -1.17], [0.13, 4.66, -0.32], [0.08, 4.33, -2.05], [-2.09, 3.74, -1.98], [-2.28, 3.91, -0.24], [-3.26, 2.72, -1.12], [-2.11, 1.07, 1.80], [-3.75, 0.93, 2.43], [-3.29, 2.37, 1.55], [-5.64, 0.38, 0.99], [-6.39, -0.80, -1.06], [-4.78, -1.27, -2.88], [-2.54, -1.33, -3.70], [-1.19, -0.76, -2.71], [-2.10, 0.37, -3.68], [-2.07, -7.41, 0.09], [-1.87, -5.74, 0.17], [-2.73, -4.97, 0.96], [-2.57, -3.61, 1.02], [-3.55, -2.67, 2.03], [-1.54, -2.93, 0.24], [-1.47, -1.67, 0.27], [-0.66, -3.77, -0.54], [0.39, -3.21, -1.36], [0.62, -2.02, -1.54], [-0.83, -5.13, -0.56], [-3.51, -5.45, 1.53], [1.03, -3.94, -1.87], [-0.16, -5.75, -1.15], [0.97, 0.32, 5.07], [0.55, -0.76, 4.46], [1.13, -1.84, 4.94], [-0.76, -0.87, 4.51], [0.99, -0.63, 2.68], [0.28, 0.55, 2.16], [0.54, -1.86, 2.02], [2.53, -0.46, 2.73], [3.35, -0.82, 1.43], [2.49, -0.78, 0.21], [4.58, -0.12, 1.37], [3.78, -2.62, 1.59], [4.79, -2.86, 0.79], [4.08, -2.88, 2.84], [2.72, -3.34, 1.21]], "mulliken_spin": [0.69, 0.00, 0.02, -0.01, 0.03, -0.01, 0.03, -0.01, 0.02, 0.07, -0.01, 0.00, -0.01, -0.01, -0.01, 0.00, 0.01, 0.00, 0.00, 0.00, 0.00, 0.00, 0.01, 0.00, 0.00, 0.00, 0.00, 0.00, 0.00, 0.00, 0.00, 0.01, 0.00, 0.00, 0.00, 0.00, 0.00, 0.00, 0.00, 0.00, 0.00, 0.00, 0.00, 0.00, 0.00, 0.00, 0.00, 0.00, 0.00, 0.00, 0.00, 0.00, 0.03, 0.04, -0.01, 0.02, -0.02, 0.00, 0.00, 0.00, 0.00, 0.00, 0.00, 0.00, 0.00, -0.01, 0.00, 0.07, 0.00, 0.01, 0.03, 0.00, 0.01, 0.00, 0.00, 0.00]}